{"formula": "C29H45BBeCl3F2PSi", "method": "ωB97M-V with the def2-TZVPD basis set", "mol_weight_g_mol": 616.92, "homo_ha": -0.316, "e_tot_ev": -92059.179, "lumo_energy_ev": 0.2, "orbital_gap_ev": 8.84, "elements": ["Be", "C", "C", "C", "C", "C", "C", "C", "C", "C", "C", "C", "C", "C", "C", "C", "C", "C", "C", "C", "C", "C", "P", "C", "C", "C", "C", "C", "C", "C", "C", "H", "H", "H", "H", "H", "H", "H", "H", "H", "H", "H", "H", "H", "H", "H", "H", "H", "H", "H", "H", "H", "H", "H", "H", "H", "H", "H", "H", "H", "H", "H", "H", "H", "H", "H", "H", "H", "H", "H", "H", "H", "H", "H", "H", "H", "F", "B", "F", "Cl", "Si", "Cl", "Cl"], "xyz": [[0.154, -1.554, 1.278], [3.737, 2.464, 3.275], [4.137, 1.691, 2.018], [5.106, 2.523, 1.168], [2.971, 1.262, 1.148], [1.972, 2.158, 0.784], [0.982, 1.832, -0.132], [0.080, 2.964, -0.606], [0.844, 3.825, -1.625], [-0.405, 3.872, 0.537], [0.959, 0.538, -0.707], [2.022, -0.348, -0.434], [2.971, 0.024, 0.530], [2.471, -1.511, -1.320], [3.340, -0.941, -2.457], [1.432, -2.463, -1.901], [-0.087, 0.231, -1.741], [0.160, 0.707, -3.032], [-0.764, 0.593, -4.053], [-1.988, -0.003, -3.797], [-2.245, -0.501, -2.534], [-1.314, -0.415, -1.493], [-1.741, -1.173, 0.127], [-2.683, -2.800, -0.181], [-4.184, -2.681, -0.466], [-2.522, -3.591, 1.129], [-2.026, -3.604, -1.310], [-2.959, 0.074, 0.868], [-3.494, -0.459, 2.199], [-2.116, 1.325, 1.128], [-4.121, 0.504, -0.028], [4.635, 2.742, 3.831], [3.111, 1.858, 3.923], [3.193, 3.379, 3.031], [4.663, 0.784, 2.330], [4.643, 3.461, 0.852], [5.407, 1.972, 0.275], [6.003, 2.764, 1.743], [1.987, 3.158, 1.203], [-0.783, 2.547, -1.124], [1.738, 4.253, -1.167], [0.212, 4.646, -1.972], [1.160, 3.247, -2.493], [0.350, 4.623, 0.777], [-0.618, 3.307, 1.445], [-1.310, 4.404, 0.238], [3.785, -0.664, 0.733], [3.129, -2.114, -0.695], [2.722, -0.415, -3.188], [3.851, -1.756, -2.973], [4.092, -0.252, -2.069], [0.746, -1.974, -2.591], [0.858, -2.924, -1.100], [1.948, -3.256, -2.447], [1.111, 1.186, -3.227], [-0.535, 0.982, -5.037], [-2.738, -0.084, -4.575], [-3.196, -0.981, -2.352], [-4.724, -2.217, 0.357], [-4.576, -3.694, -0.581], [-4.411, -2.145, -1.386], [-2.902, -3.038, 1.992], [-1.481, -3.843, 1.322], [-3.084, -4.526, 1.054], [-1.933, -3.042, -2.237], [-2.636, -4.488, -1.512], [-1.039, -3.953, -1.016], [-2.693, -0.779, 2.863], [-4.186, -1.290, 2.063], [-4.039, 0.345, 2.702], [-1.214, 1.108, 1.699], [-2.705, 2.050, 1.698], [-1.832, 1.786, 0.185], [-4.836, -0.291, -0.226], [-3.772, 0.914, -0.975], [-4.657, 1.301, 0.495], [0.519, -4.425, 1.615], [1.069, -3.228, 1.314], [2.390, -3.363, 1.072], [-0.901, -1.887, 4.360], [0.410, -0.660, 3.264], [2.249, -1.273, 4.001], [0.134, 1.206, 4.133]], "mulliken_charge": [1.86, -1.42, -0.23, -1.40, -0.11, 0.37, 0.72, 0.09, -1.47, -1.68, 0.21, 0.49, -0.34, -0.18, -1.46, -1.07, -0.36, -0.13, -1.70, -0.84, -0.21, 0.60, 0.82, 2.05, -1.97, -1.52, -1.49, 2.06, -1.68, -1.47, -1.90, 0.48, 0.23, 0.24, 0.38, 0.27, 0.32, 0.46, 0.29, 0.31, 0.31, 0.46, 0.27, 0.49, 0.26, 0.43, 0.34, 0.65, 0.26, 0.46, 0.31, 0.19, -0.42, 0.58, 0.65, 0.40, 0.45, 0.11, 0.39, 0.60, 0.29, 0.28, 0.23, 0.52, 0.27, 0.56, 0.19, 0.02, 0.36, 0.53, -0.78, 0.78, 0.24, 0.38, 0.30, 0.52, -0.25, -0.58, -0.21, -0.34, 0.59, -0.32, -0.37]}

***

{"formula": "C4H10N2O", "method": "ωB97M-V with the def2-TZVPD basis set", "mol_weight_g_mol": 102.14, "homo_ha": -0.306, "e_tot_ev": -9335.970, "lumo_energy_ev": 0.8, "de_lowest_kj_mol": 291.2, "smiles": "C[C@]1(N)CN[C@H]1O", "orbital_gap_ev": 9.11, "elements": ["C", "C", "N", "C", "N", "C", "O", "H", "H", "H", "H", "H", "H", "H", "H", "H", "H"], "xyz": [[0.496, 0.804, -1.612], [0.298, 0.022, -0.339], [1.477, -0.743, 0.072], [-1.032, -1.020, -0.338], [-1.431, -0.752, 1.015], [-0.440, 0.649, 0.807], [0.225, 0.837, 2.001], [-0.400, 1.372, -1.877], [0.724, 0.127, -2.442], [1.324, 1.516, -1.524], [2.345, -0.219, -0.016], [1.424, -0.989, 1.062], [-1.740, -0.634, -1.079], [-0.697, -2.033, -0.597], [-0.954, -1.387, 1.654], [-1.156, 1.432, 0.553], [-0.465, 1.019, 2.661]], "mulliken_charge": [-1.55, 1.27, -0.68, -0.84, -0.59, -0.45, -0.52, 0.36, 0.35, 0.41, 0.23, 0.29, 0.31, 0.38, 0.31, 0.34, 0.37]}

***

{"formula": "C4H5NO", "method": "ωB97M-V with the def2-TZVPD basis set", "mol_weight_g_mol": 83.09, "homo_ha": -0.348, "e_tot_ev": -7761.829, "lumo_energy_ev": -0.3, "de_lowest_kj_mol": 453.3, "smiles": "C#C[C@@H](C)N=O", "orbital_gap_ev": 9.19, "elements": ["C", "C", "C", "C", "N", "O", "H", "H", "H", "H", "H"], "xyz": [[-0.619, -2.245, 0.275], [-0.011, -1.221, 0.073], [0.254, 0.155, -0.413], [-0.591, 1.212, 0.269], [1.656, 0.173, 0.100], [2.504, 0.408, -0.777], [-1.008, -3.173, 0.635], [0.245, 0.224, -1.504], [-0.532, 1.151, 1.362], [-0.251, 2.215, -0.013], [-1.646, 1.101, -0.005]], "mulliken_charge": [-0.15, -0.81, 0.86, -1.27, -0.08, -0.32, 0.42, 0.33, 0.35, 0.34, 0.32]}